# 1
# CHINOS

An isolated ion of composition CHINOS and charge -1 (ωB97M-V/def2-TZVPD, the Open Molecules 2025 dataset).

**Structure (SMILES)**: [O-]/C(S)=N\I
**ΔE to the lowest compared entry with this formula, charge and spin**: 0.860 eV
**M**: 202.00 g/mol
**Gap between HOMO and LUMO**: 7.319 eV
**Highest occupied orbital energy**: -4.184 eV
**E**: -864.6229 Ha

```
! RIJCOSX wB97M-V def2-TZVPD def2/J DEFGRID3
* xyz -1 1
C 0.768 -1.570 0.664
N 0.984 -1.204 -0.529
O 1.043 -2.420 1.466
S -0.437 -0.104 1.103
I 2.279 -2.285 -1.744
H -0.216 0.373 -0.141
*
```

=====

# 2
# CHIOS2

One molecule with the formula CHIOS2 (ωB97M-V/def2-TZVPD, the Open Molecules 2025 dataset).

**ΔE to the lowest compared entry with this formula, charge and spin**: 1.337 eV
**M**: 220.06 g/mol
**Gap between HOMO and LUMO**: 9.581 eV
**Highest occupied orbital energy**: -9.812 eV
**E**: -1207.9617 Ha

```
! RIJCOSX wB97M-V def2-TZVPD def2/J DEFGRID3
* xyz 0 1
C 0.292 0.407 0.209
O -1.683 -0.847 -1.088
S -0.096 -0.834 1.425
S -0.329 -1.086 -0.648
I 2.299 1.051 -0.041
H -0.483 1.309 0.142
*
```

=====

# 3
# CHIOS2

One molecule with the formula CHIOS2 (ωB97M-V/def2-TZVPD, the Open Molecules 2025 dataset).

**ΔE to the lowest compared entry with this formula, charge and spin**: 1.646 eV
**M**: 220.06 g/mol
**Gap between HOMO and LUMO**: 9.328 eV
**Highest occupied orbital energy**: -9.531 eV
**E**: -1207.9503 Ha

```
! RIJCOSX wB97M-V def2-TZVPD def2/J DEFGRID3
* xyz 0 1
C 0.309 0.531 0.149
O -1.723 -1.060 -1.178
S -0.210 -0.670 1.452
S -0.404 -1.127 -0.636
I 2.295 0.886 -0.167
H -0.267 1.440 0.379
*
```

=====

# 4
# CHKMgO2

CHKMgO2 as an isolated structure (ωB97M-V/def2-TZVPD, the Open Molecules 2025 dataset).

**⟨S²⟩**: 0.75
**ΔE to the lowest compared entry with this formula, charge and spin**: 1.785 eV
**M**: 108.42 g/mol
**Gap between HOMO and LUMO (alpha / beta)**: 6.895 / 7.095 eV
**Highest occupied orbital energy (alpha / beta)**: -10.685 / -11.858 eV
**E**: -988.9575 Ha

```
! RIJCOSX wB97M-V def2-TZVPD def2/J DEFGRID3
* xyz 1 2
O 0.677 0.455 -0.106
H 0.472 1.406 -0.135
Mg 2.593 -0.145 0.034
O -0.732 -0.990 -1.400
C -0.700 -0.278 -0.445
K -2.311 -0.448 2.052
*
```

=====

# 5
# CHLiO2V

CHLiO2V as an isolated structure (ωB97M-V/def2-TZVPD, the Open Molecules 2025 dataset).

**⟨S²⟩**: 3.76
**ΔE to the lowest compared entry with this formula, charge and spin**: 0.000 eV
**M**: 102.90 g/mol
**Gap between HOMO and LUMO (alpha / beta)**: 9.476 / 11.419 eV
**Highest occupied orbital energy (alpha / beta)**: -20.337 / -21.815 eV
**E**: -1140.0402 Ha

```
! RIJCOSX wB97M-V def2-TZVPD def2/J DEFGRID3
* xyz 2 4
H -0.239 -0.216 0.100
O -0.024 1.580 -0.535
C -0.608 0.831 0.282
O -1.856 1.057 0.464
Li -3.031 0.186 1.622
V -1.557 2.825 -0.401
*
```

=====

# 6
# CHN2O3

A 2-piece molecular cluster, CHN2O3 overall (ωB97M-V/def2-TZVPD, the Open Molecules 2025 dataset).

**ΔE to the lowest compared entry with this formula, charge and spin**: 3.555 eV
**M**: 89.03 g/mol
**Gap between HOMO and LUMO**: 8.454 eV
**Highest occupied orbital energy**: -16.128 eV
**E**: -373.4278 Ha

```
! RIJCOSX wB97M-V def2-TZVPD def2/J DEFGRID3
* xyz 1 1
C 0.100 -0.996 -0.261
N 1.279 -0.739 -0.084
N -0.773 1.448 0.310
O -1.014 -1.110 -0.511
O -1.619 1.975 -0.167
O 0.094 0.828 0.600
H 1.933 -1.406 0.113
*
```